This record from OMol25 describes C28H28N3O3RuSTe as an isolated structure. The level of theory is ωB97M-V/def2-TZVPD.

⟨S²⟩	0.763
multiplicity	2
electronic energy	-2234.7122	hartree
Kohn-Sham gap (spin up / spin down)	7.4 / 6.9	eV
charge	0
lowest unoccupied orbital energy (spin up / spin down)	0.02 / -0.40	eV
E_HOMO (spin up / spin down)	-7.34 / -7.32	eV

Each line ends with the Mulliken charge.
Cartesian coordinates (Å):
H -0.153 0.497 -6.297  0.416
H 5.599 -1.527 2.551  0.284
C 0.614 1.482 -1.544  0.492
C 0.109 1.135 2.757  0.612
C -3.125 -0.548 -0.828  0.650
C -1.807 -0.980 -0.320  -1.056
C 3.812 -1.742 1.356  0.336
C 1.710 3.259 2.148  -1.066
H 0.200 -3.428 0.437  0.293
N 1.071 0.975 1.844  0.297
C -0.827 -1.296 -3.538  -0.189
H 5.808 -1.342 0.816  0.400
H -1.059 0.029 4.140  0.489
C 3.147 -4.056 2.223  -1.815
H 2.259 -4.503 2.659  0.438
H -1.815 -1.976 0.123  0.233
H -2.403 0.799 -2.339  0.792
H -6.418 -1.208 -0.285  0.378
C -0.787 -0.031 3.081  -0.845
C -0.450 1.099 -0.722  0.469
H -2.017 1.838 0.548  0.500
C -0.907 3.446 -0.320  -1.053
C -0.146 -0.075 -5.383  -0.455
H 3.552 -4.752 1.486  0.333
Ru 1.267 -0.696 0.310  -0.949
H -6.660 0.466 -2.095  0.394
H 0.551 4.385 3.568  0.429
H -1.504 4.211 0.161  0.478
C -0.100 2.349 3.395  -0.945
H 0.375 4.858 -1.323  0.408
N 3.312 -0.640 0.811  0.944
C 5.278 -1.911 1.579  -1.678
O 4.070 0.302 0.462  -0.826
C 0.152 3.812 -1.154  -0.566
S 1.329 -0.504 -4.631  -0.166
H 2.647 1.833 0.832  0.526
Te 1.613 -2.229 -1.806  0.331
H 3.902 -3.908 2.993  0.417
C -1.214 -0.567 -4.695  -0.683
C 1.861 2.021 1.555  -0.140
H -2.240 -0.420 -5.001  0.414
C 2.830 -2.751 1.569  0.385
C -0.643 -0.323 -0.342  1.056
O -0.086 -1.207 2.786  -0.353
H 2.374 4.065 1.872  0.454
N 1.643 -2.473 1.107  0.427
H -0.886 2.429 4.134  0.449
C -3.278 0.376 -1.865  0.385
H -1.705 0.051 2.483  0.209
C -5.541 -0.755 -0.727  -0.664
C -4.539 0.738 -2.311  -1.322
H -4.633 1.455 -3.118  0.415
C 0.909 2.829 -1.758  -1.081
H -0.581 -1.998 3.017  0.322
O 0.645 -3.419 1.303  -0.539
C -1.196 2.117 -0.102  0.211
H -4.177 -1.858 0.503  0.371
C 0.703 3.430 3.083  -0.341
C 0.527 -1.338 -3.361  -0.318
H 5.573 -2.958 1.511  0.428
H 1.201 0.734 -2.054  0.287
C -4.279 -1.118 -0.283  -0.748
C -5.677 0.182 -1.742  -0.469
H -1.521 -1.759 -2.854  0.653
H 1.734 3.093 -2.407  0.462

---

This record from OMol25 describes C2H6IOP as an isolated structure at a distorted geometry. The level of theory is ωB97M-V/def2-TZVPD.

electronic energy	-794.0123	hartree
Kohn-Sham gap	9.5	eV
charge	0
lowest unoccupied orbital energy	0.29	eV
E_HOMO	-9.24	eV

Each line ends with the Mulliken charge.
Cartesian coordinates (Å):
I -2.943 -0.949 0.045  -0.020
H -1.378 0.968 -2.150  0.326
P 0.362 -1.166 0.090  0.001
O -0.874 0.249 -1.738  -0.489
H 2.454 -0.231 1.105  0.371
H 1.910 0.416 -0.363  0.284
C -1.004 -0.064 -0.401  -0.180
C 1.576 0.076 0.572  -0.842
H -0.960 1.137 0.361  0.297
H -0.146 -1.354 1.471  0.032
H 1.003 0.917 1.008  0.220

---

This record from OMol25 describes C4H5N2 as an isolated structure at a distorted geometry. The level of theory is ωB97M-V/def2-TZVPD.

electronic energy	-264.4506	hartree
Kohn-Sham gap	8.1	eV
charge	+1
lowest unoccupied orbital energy	-5.69	eV
E_HOMO	-13.79	eV

Each line ends with the Mulliken charge.
Cartesian coordinates (Å):
H -1.952 0.292 2.874  0.290
C 0.251 0.005 -1.790  -0.511
H -0.423 -0.293 -2.518  0.449
N 2.639 0.187 -1.014  -0.284
H -0.592 -0.855 2.638  0.272
H -1.738 -0.440 -0.676  0.220
H 3.583 0.610 -1.091  0.344
N -1.214 0.305 1.066  -0.140
C 1.538 0.217 -1.508  0.421
C -1.244 -0.097 2.244  -0.130
C -0.848 0.070 -0.226  0.070

---

This record from OMol25 describes C44H47N2P2PtSe as an isolated structure. The level of theory is ωB97M-V/def2-TZVPD.

electronic energy	-5017.9136	hartree
Kohn-Sham gap	5.6	eV
charge	-1
lowest unoccupied orbital energy	2.07	eV
E_HOMO	-3.54	eV

Each line ends with the Mulliken charge.
Cartesian coordinates (Å):
C 0.676 4.140 -3.896  -0.499
C 0.693 5.430 -3.381  -0.625
H -1.711 0.191 1.711  0.282
H -4.036 -2.807 -0.278  0.335
H 7.127 -1.253 -1.755  0.338
H 6.351 1.036 -1.196  0.328
H 3.041 3.754 -1.515  0.445
C -3.301 3.631 2.058  -0.768
H 2.088 0.368 5.253  0.351
C -0.490 -1.741 4.846  -0.284
H -1.922 -2.871 -3.332  0.269
H -3.114 2.808 -1.979  0.750
C -1.648 2.673 0.588  0.678
C -3.564 -0.348 2.655  -0.927
C 6.075 -1.044 -1.609  -1.430
H 3.982 1.624 1.433  0.427
H 1.097 6.244 -3.970  0.363
N 0.080 -1.535 7.178  -0.694
C 1.834 -3.012 -2.675  -0.967
C -0.657 -2.041 6.186  -0.369
C 5.124 -2.045 -1.690  -0.907
H 1.655 -0.273 7.584  0.327
H -2.450 -0.642 -3.122  0.629
C 3.767 -1.813 -1.513  0.410
C -1.118 -3.789 -0.169  -0.725
C -0.715 2.715 1.623  -0.361
H 0.225 6.670 -1.695  0.406
C -2.792 -1.259 0.565  0.837
H 2.164 2.251 -1.818  -0.151
H 5.436 -3.066 -1.890  0.330
C -2.618 -0.394 1.634  -0.298
C -3.553 0.680 -1.803  -0.874
C 2.246 -3.314 -0.173  -0.910
C 5.631 0.230 -1.300  -0.684
H -0.350 3.202 3.670  0.441
C 0.507 -0.843 4.435  0.386
C 0.177 3.096 -3.136  -0.258
C -2.932 -0.677 -2.141  -1.443
Pt 0.183 0.066 -0.931  0.075
H 1.711 -4.265 -0.193  0.241
H 0.279 2.306 1.482  0.459
H 1.558 -2.530 0.142  -0.116
H 3.030 -3.376 0.584  0.429
H 3.178 3.123 0.942  0.425
C -0.979 -5.153 -0.370  -0.566
C -1.664 -3.505 -2.492  -0.773
H -0.943 -3.366 0.815  0.560
H -2.648 4.047 4.060  0.340
H 1.110 -2.209 -2.549  -0.174
C 3.305 -0.488 -1.241  0.561
C -1.473 -2.957 -1.228  0.990
C -1.074 3.215 2.866  -0.742
P -1.105 1.928 -0.973  0.675
C -3.905 -2.103 0.537  -0.777
H 0.212 2.081 -3.517  0.140
H 1.075 3.941 -4.883  0.415
C 3.343 2.075 0.673  -1.348
C -4.677 -1.170 2.612  -0.629
H -5.697 -2.726 1.530  0.410
H -0.695 4.821 -0.357  0.427
H -1.066 -6.761 -1.788  0.349
H -1.663 -5.286 -3.683  0.384
C -0.312 4.624 -1.350  -0.921
C -2.599 1.846 -2.040  -1.558
C 1.287 -0.324 5.480  -0.468
H 3.528 -3.872 -1.754  0.452
H -2.194 1.780 -3.054  0.573
H -3.406 0.325 3.488  0.579
C 2.862 -3.028 -1.543  0.399
C 1.040 -0.689 6.790  -0.310
C -0.326 3.330 -1.858  0.882
H -3.707 -1.447 -2.173  0.659
H -1.437 -2.738 6.483  0.333
H -0.699 -5.789 0.460  0.437
C -1.180 -5.696 -1.632  -0.588
C 0.205 5.669 -2.107  -0.689
H -4.442 0.825 -2.422  0.517
H -5.409 -1.135 3.410  0.374
H 2.386 1.558 0.722  0.002
C -2.365 3.674 3.083  -0.578
N 1.983 -0.237 -1.095  0.874
C -1.517 -4.870 -2.694  -0.642
H -4.314 3.973 2.228  0.377
C -4.842 -2.061 1.555  -0.790
H 3.611 2.615 -2.751  0.418
C 3.152 2.693 -1.762  -1.247
C 3.979 1.970 -0.711  0.532
C 4.293 0.538 -1.098  0.348
Se 0.795 -0.360 2.631  -0.268
H 1.295 -3.963 -2.708  0.334
H -3.692 3.087 0.033  0.253
H -1.127 -2.213 4.109  0.304
C -2.945 3.129 0.815  -0.424
P -1.684 -1.181 -0.889  0.707
H -3.902 0.671 -0.767  0.234
H 2.333 -2.867 -3.637  0.382
H 4.949 2.479 -0.665  0.601

---

What is the electronic energy in the third record? -264.4506 hartree

---

Among the records above, which one has the highest charge? C4H5N2